A cluster of 7 separate species, C52H75BrN8 in total at a distorted geometry, computed with ωB97M-V/def2-TZVPD.

Last column: Mulliken charge in e.
Cartesian coordinates (Å):
1 C -1.6552 0.3063 -4.5696  -0.178
2 C -2.6314 1.5858 -4.5244  -0.295
3 C -2.9890 1.9051 -2.9792  -0.215
4 C -1.7597 2.7627 -2.3573  -0.973
5 C -0.6960 1.8179 -1.6011  1.542
6 C 0.6863 1.5783 -2.3888  -0.486
7 C 1.1609 0.0474 -2.4441  -0.206
8 C 1.2515 -0.6682 -1.0045  0.660
9 C 1.1864 -2.2913 -1.1982  -0.619
10 C 0.4327 -3.0270 0.0275  0.223
11 C -0.5106 -4.2486 -0.4435  -1.201
12 C -1.9403 -3.7416 -1.0529  0.704
13 C -3.0737 -4.3335 -0.0754  -0.933
14 C -4.5570 -3.7832 -0.3510  -0.632
15 C -4.8472 -2.2880 0.1791  -0.715
16 N -3.7790 -1.7043 1.0431  0.908
17 C -2.8357 -0.7049 0.5491  -0.418
18 C -1.7107 -0.0799 1.4158  -0.248
19 C -1.5773 -0.5483 2.8935  0.404
20 C -0.4735 -0.0675 3.9216  0.128
21 C 0.3159 -1.2055 4.6784  -0.642
22 C 1.4404 -0.8453 5.6816  -0.234
23 N 1.7757 0.5583 5.9322  0.304
24 C 2.9136 0.7904 6.8905  -0.972
25 C 2.3809 1.1200 8.3728  -0.361
26 C 1.7467 -0.1759 9.1209  -0.601
27 Br 0.5512 0.4283 10.5972  -0.123
28 C 1.0508 1.6331 5.2939  -0.070
29 C -0.1089 1.3989 4.2593  -0.533
30 C -2.6276 -1.5864 3.4071  -0.663
31 C -3.7019 -2.1256 2.4386  -0.404
32 H -1.9963 -0.4442 -5.3751  0.396
33 H -0.5728 0.5861 -4.8169  0.097
34 H -1.6353 -0.2812 -3.5820  -0.324
35 H -3.5937 1.3810 -5.1049  0.386
36 H -2.0285 2.4781 -4.9419  -0.042
37 H -3.9659 2.5132 -2.9609  0.366
38 H -3.1831 0.9612 -2.3502  -0.171
39 H -2.2266 3.4680 -1.5727  0.330
40 H -1.2712 3.4638 -3.1375  0.279
41 H -1.2101 0.8029 -1.4189  -1.256
42 H -0.4721 2.2945 -0.5755  0.367
43 H 0.5947 1.9599 -3.4781  0.042
44 H 1.5148 2.2069 -1.8995  0.202
45 H 0.5336 -0.6236 -3.1207  -0.286
46 H 2.2300 0.0438 -2.8787  0.367
47 H 2.2149 -0.3317 -0.4852  0.314
48 H 0.3760 -0.3843 -0.3224  -0.737
49 H 2.2861 -2.6500 -1.1974  0.299
50 H 0.7260 -2.5842 -2.2094  0.143
51 H 1.2729 -3.5106 0.6628  0.472
52 H -0.1229 -2.2796 0.7168  -0.376
53 H 0.0323 -4.9062 -1.2249  0.332
54 H -0.6910 -4.9134 0.4847  0.452
55 H -1.9845 -2.6097 -1.2033  -0.687
56 H -2.0768 -4.2140 -2.0977  0.456
57 H -2.7090 -4.2297 1.0028  0.297
58 H -3.1102 -5.4723 -0.2855  0.385
59 H -4.7332 -3.8751 -1.4904  0.344
60 H -5.2957 -4.5143 0.1586  0.320
61 H -5.0164 -1.6297 -0.7529  0.305
62 H -5.8253 -2.3439 0.7925  0.472
63 H -2.9375 -0.3715 -0.5512  0.300
64 H -0.9811 0.7107 1.0000  0.310
65 H 0.0599 -2.3040 4.4503  0.414
66 H 2.0222 -1.6592 6.2354  0.409
67 H 3.4950 -0.2078 6.9749  0.284
68 H 3.6866 1.5481 6.4941  0.388
69 H 3.3069 1.4247 8.9900  0.264
70 H 1.5686 1.9215 8.3433  0.455
71 H 1.0875 -0.8014 8.4045  0.335
72 H 2.5621 -0.9007 9.5008  0.356
73 H 1.3732 2.7067 5.5500  0.413
74 H -0.6544 2.2646 3.7445  0.431
75 H -2.5505 -1.9413 4.4852  0.509
76 H -4.4644 -2.8854 2.8373  0.398
77 N -1.5322 5.6649 -7.9837  0.023
78 C -0.5589 4.7833 -7.5977  -0.677
79 C -0.3384 4.9581 -6.2530  -0.242
80 C -1.2157 5.9794 -5.8107  -0.420
81 C -1.9419 6.3945 -6.8999  -0.558
82 H -1.8918 5.7616 -8.9198  0.201
83 H -0.1074 4.1107 -8.3111  0.382
84 H 0.3748 4.4106 -5.6536  0.497
85 H -1.3063 6.3674 -4.8066  0.393
86 H -2.7118 7.1449 -6.9973  0.394
87 N 6.3941 2.0035 12.7054  0.036
88 C 6.6584 1.2116 11.6213  -0.685
89 C 5.4694 0.6779 11.1868  -0.272
90 C 4.4492 1.1718 12.0382  -0.015
91 C 5.0496 1.9894 12.9637  -0.741
92 H 7.0822 2.5180 13.2318  0.205
93 H 7.6669 1.0948 11.2543  0.376
94 H 5.3476 0.0070 10.3483  0.403
95 H 3.3933 0.9536 11.9794  0.327
96 H 4.6376 2.5597 13.7823  0.377
97 N 2.7485 -1.6789 -6.2273  0.069
98 C 2.0642 -2.6325 -5.5198  -0.890
99 C 2.9831 -3.4139 -4.8649  -0.309
100 C 4.2691 -2.9126 -5.1823  -0.675
101 C 4.0934 -1.8402 -6.0235  -0.589
102 H 2.3281 -0.9691 -6.8063  0.251
103 H 0.9851 -2.6720 -5.5446  0.620
104 H 2.7549 -4.2543 -4.2256  0.507
105 H 5.2181 -3.2928 -4.8339  0.438
106 H 4.8070 -1.1804 -6.4933  0.456
107 N -5.8333 1.1815 1.0637  0.177
108 C -5.6460 2.3050 1.8260  -0.382
109 C -6.8821 2.7868 2.1802  -0.573
110 C -7.8514 1.9201 1.6166  -0.571
111 C -7.1763 0.9374 0.9358  -0.444
112 H -5.0991 0.6220 0.6610  0.232
113 H -4.6521 2.6639 2.0481  0.382
114 H -7.0685 3.6655 2.7798  0.408
115 H -8.9246 2.0058 1.7004  0.409
116 H -7.5337 0.0887 0.3718  0.385
117 N 5.7178 2.5801 -0.3441  0.018
118 C 5.8933 3.6828 0.4485  -0.442
119 C 4.6523 4.1429 0.8162  -0.947
120 C 3.6926 3.2822 0.2282  0.078
121 C 4.3798 2.3256 -0.4796  -0.546
122 H 6.4584 2.0397 -0.7620  0.196
123 H 6.8834 4.0451 0.6804  0.387
124 H 4.4573 5.0028 1.4401  0.399
125 H 2.6177 3.3539 0.3137  0.507
126 H 4.0325 1.4888 -1.0674  0.368
127 N 0.7377 -4.1767 -7.9874  0.115
128 C 1.0157 -4.9314 -9.0951  -0.440
129 C -0.1674 -5.4498 -9.5632  -0.535
130 C -1.1983 -4.9861 -8.7097  -0.569
131 C -0.6106 -4.2003 -7.7481  -0.261
132 H 1.4190 -3.6795 -7.4336  0.341
133 H 2.0288 -5.0355 -9.4531  0.361
134 H -0.2783 -6.0908 -10.4254  0.394
135 H -2.2535 -5.2024 -8.7900  0.385
136 H -1.0346 -3.6584 -6.9156  0.323

Calculated values
total charge	+2
E_LUMO	-7.718	eV
gap between HOMO and LUMO	2.8	eV
E_HOMO	-10.55	eV